Entry 1:
# C22H50IO14PS

A structure of composition C22H50IO14PS in a non-equilibrium geometry (ωB97M-V with the def2-TZVPD basis set, the OMol25 dataset).

Cartesian coordinates (Å):
I (1.643, 1.970, -5.022)
S (1.680, 3.421, 1.965)
P (2.096, 3.070, -0.820)
O (1.837, 1.421, -1.108)
O (1.746, 3.975, -2.244)
O (1.115, 3.741, 0.407)
O (3.033, 3.981, 2.276)
O (-7.168, 0.906, 3.469)
O (4.494, -1.707, -1.578)
O (6.581, 0.363, -1.762)
O (-1.113, 2.683, -4.219)
O (0.618, -4.822, 0.394)
O (0.704, 4.110, 2.904)
O (-5.482, 0.519, 1.086)
O (3.604, 3.251, -0.592)
O (2.694, -5.576, 2.341)
O (-2.460, 2.075, -0.630)
C (-6.119, -0.536, 1.803)
C (0.464, 1.005, -0.822)
C (0.420, -0.618, -0.856)
C (-2.554, 4.631, -0.501)
C (7.125, -0.380, -2.843)
C (1.324, -5.352, 2.670)
C (0.068, 2.928, -3.864)
C (-7.415, -0.067, 2.457)
C (-2.857, 0.915, -1.436)
C (1.443, -5.403, -0.607)
C (-7.388, 2.233, 3.010)
C (-2.264, -0.433, -0.760)
C (0.339, 3.884, -2.581)
C (3.365, -4.379, 1.977)
C (-3.120, 3.271, -1.143)
C (4.348, -0.370, -1.100)
C (0.405, -5.695, 1.502)
C (-4.422, 1.116, 1.824)
C (5.411, -2.464, -0.802)
C (-0.994, -1.033, -1.533)
C (5.184, 0.610, -1.917)
C (1.668, 1.633, 2.433)
H (-1.736, 4.417, 0.275)
H (-1.059, -0.756, -2.636)
H (-8.115, 0.320, 1.709)
H (3.293, -0.106, -1.210)
H (4.289, -4.650, 1.464)
H (4.901, 0.582, -2.975)
H (-6.967, 2.402, 2.016)
H (7.284, 0.284, -3.701)
H (-0.201, 1.352, -1.679)
H (-4.237, 3.155, -0.862)
H (6.480, -1.212, -3.139)
H (-5.438, -0.966, 2.544)
H (-4.691, 1.288, 2.870)
H (2.767, -3.757, 1.307)
H (0.852, -6.105, -1.207)
H (5.696, -3.347, -1.378)
H (1.237, -0.937, -1.590)
H (4.598, -0.308, -0.035)
H (0.740, 1.410, 3.073)
H (0.545, -1.065, 0.192)
H (-6.907, 2.919, 3.711)
H (-0.334, 3.588, -1.693)
H (1.086, -6.013, 3.510)
H (-7.890, -0.924, 2.946)
H (-3.418, 5.133, 0.053)
H (1.819, 0.902, 1.573)
H (-8.462, 2.444, 2.993)
H (-2.145, 5.300, -1.341)
H (0.082, 1.331, 0.200)
H (6.317, -1.902, -0.564)
H (2.568, 1.485, 3.139)
H (3.617, -3.809, 2.878)
H (-1.045, -2.181, -1.428)
H (-3.134, -1.192, -0.795)
H (4.996, 1.622, -1.546)
H (-2.424, 1.067, -2.499)
H (4.929, -2.790, 0.124)
H (-2.013, -0.269, 0.349)
H (-6.358, -1.317, 1.074)
H (1.804, -4.603, -1.256)
H (-4.188, 2.077, 1.364)
H (8.088, -0.784, -2.527)
H (-0.633, -5.558, 1.822)
H (-0.048, 4.921, -2.911)
H (2.306, -5.921, -0.182)
H (1.169, -4.320, 3.002)
H (-3.996, 0.888, -1.491)
H (-3.535, 0.475, 1.773)
H (-3.070, 3.295, -2.296)
H (0.526, -6.741, 1.200)

Total charge: 0
HOMO level in eV: -8.967

Formally, the Löwdin partial charges of the atoms, in units of the elementary charge, are as follows: number 1, I, carries 0.84; number 2, S, carries 0.71; number 3, P, carries 0.66; number 4, O, carries -0.25; number 5, O, carries -0.22; number 6, O, carries -0.34; number 7, O, carries -0.30; number 8, O, carries -0.19; number 9, O, carries -0.20; number 10, O, carries -0.19; number 11, O, carries -0.08; number 12, O, carries -0.21; number 13, O, carries -0.34; number 14, O, carries -0.20; number 15, O, carries -0.26; number 16, O, carries -0.19; number 17, O, carries -0.25; number 18, C, carries -0.20; number 19, C, carries -0.23; number 20, C, carries -0.13; number 21, C, carries -0.07; number 22, C, carries -0.11; number 23, C, carries -0.20; number 24, C, carries -0.72; number 25, C, carries -0.20; number 26, C, carries -0.19; number 27, C, carries -0.11; number 28, C, carries -0.11; number 29, C, carries -0.15; number 30, C, carries -0.21; number 31, C, carries -0.12; number 32, C, carries -0.26; number 33, C, carries -0.19; number 34, C, carries -0.20; number 35, C, carries -0.10; number 36, C, carries -0.11; number 37, C, carries -0.19; number 38, C, carries -0.18; number 39, C, carries -0.12; number 40, H, carries 0.08; number 41, H, carries 0.12; number 42, H, carries 0.13; number 43, H, carries 0.08; number 44, H, carries 0.08; number 45, H, carries 0.12; number 46, H, carries 0.08; number 47, H, carries 0.09; number 48, H, carries 0.10; number 49, H, carries 0.12; number 50, H, carries 0.08; number 51, H, carries 0.13; number 52, H, carries 0.09; number 53, H, carries 0.08; number 54, H, carries 0.09; number 55, H, carries 0.09; number 56, H, carries 0.12; number 57, H, carries 0.13; number 58, H, carries 0.10; number 59, H, carries 0.12; number 60, H, carries 0.09; number 61, H, carries 0.10; number 62, H, carries 0.12; number 63, H, carries 0.12; number 64, H, carries 0.08; number 65, H, carries 0.06; number 66, H, carries 0.09; number 67, H, carries 0.08; number 68, H, carries 0.11; number 69, H, carries 0.09; number 70, H, carries 0.10; number 71, H, carries 0.09; number 72, H, carries 0.11; number 73, H, carries 0.12; number 74, H, carries 0.10; number 75, H, carries 0.12; number 76, H, carries 0.06; number 77, H, carries 0.11; number 78, H, carries 0.12; number 79, H, carries 0.09; number 80, H, carries 0.08; number 81, H, carries 0.09; number 82, H, carries 0.12; number 83, H, carries 0.16; number 84, H, carries 0.09; number 85, H, carries 0.12; number 86, H, carries 0.13; number 87, H, carries 0.07; number 88, H, carries 0.12; number 89, H, carries 0.13

***

Entry 2:
# CH8N2S2

A cluster of 2 separate species, CH8N2S2 in total in a non-equilibrium geometry (ωB97M-V with the def2-TZVPD basis set, the OMol25 dataset).

Cartesian coordinates (Å):
S (-0.223, 0.438, -1.201)
S (-0.945, 2.337, -0.615)
N (-0.224, -2.637, 0.811)
N (1.247, -0.682, 1.292)
C (1.095, -2.160, 1.080)
H (1.558, -2.645, 1.952)
H (2.184, -0.542, 1.656)
H (-0.733, -2.627, 1.689)
H (1.101, 0.581, -0.952)
H (0.604, -0.418, 2.035)
H (-0.681, -1.992, 0.174)
H (1.741, -2.359, 0.212)
H (-1.026, 2.017, 0.705)

Total charge: 0
HOMO level in eV: -8.917
Energy relative to the best compared isomer or geometry (same formula, charge and spin) in kcal/mol: 9.25
Structure (SMILES): NCN.SS

Formally, the natural (NBO) partial charges of the atoms, in units of the elementary charge, are as follows: number 1, S, carries -0.15; number 2, S, carries -0.13; number 3, N, carries -0.82; number 4, N, carries -0.86; number 5, C, carries -0.05; number 6, H, carries 0.16; number 7, H, carries 0.35; number 8, H, carries 0.35; number 9, H, carries 0.15; number 10, H, carries 0.34; number 11, H, carries 0.37; number 12, H, carries 0.16; number 13, H, carries 0.12

***

Kohn-Sham gap per entry: 8.52 9.26 eV